(1)
16
Properties=species:S:1:pos:R:3:forces:R:3:nbo_charge:R:1 method="wB97M-V/def2-TZVPD" homo_lumo_gap_ev=12.17 total_charge=+1 de_lowest_kcal_mol=41.0 homo_ev=-15.246 e_lumo_ev=-3.075
C -1.82766 0.74103 -0.04244 -0.53 0.64 0.36 -0.423
N -0.84848 -0.25202 -0.47041 -0.49 0.33 -0.78 -0.334
C -0.43830 -1.36671 0.41274 0.47 -0.64 0.59 -0.198
C 0.49764 -0.31086 0.06738 2.89 0.12 -1.07 0.071
C 1.44955 0.68800 0.60328 -0.11 0.13 -0.04 -0.405
C 1.93051 -0.06888 -0.61970 -2.51 -0.37 1.14 -0.362
H -1.71941 0.94362 1.02234 0.10 -0.12 -0.06 0.236
H -1.67674 1.67188 -0.59005 0.09 -0.13 -0.02 0.239
H -2.83434 0.37414 -0.23723 0.08 -0.08 0.00 0.242
H -0.96098 -0.48760 -1.45677 0.22 -0.12 0.18 0.443
H -0.36478 -2.34501 -0.04547 -0.03 0.11 -0.18 0.251
H -0.88873 -1.37482 1.39815 -0.17 0.19 -0.09 0.245
H 1.91218 0.47806 1.55689 -0.03 -0.14 0.06 0.257
H 1.20668 1.73484 0.48151 -0.03 0.06 -0.10 0.247
H 1.91668 0.43833 -1.56867 -0.03 0.13 -0.12 0.240
H 2.64617 -0.86401 -0.51154 0.08 -0.13 0.11 0.249

=====

(2)
74
Properties=species:S:1:pos:R:3:forces:R:3:lowdin_charge:R:1 method="wB97M-V/def2-TZVPD" homo_lumo_gap_ev=5.76 total_charge=0 de_lowest_kcal_mol=29.0 homo_ev=-7.641 e_lumo_ev=-1.885
Ti -0.37340 -0.10140 -0.28840 0.21 2.02 0.02 1.245
C 3.65800 1.19390 -2.45120 -0.18 0.34 -0.22 -0.009
N 3.76810 0.49930 -1.18310 -0.24 0.02 0.00 -0.109
C 4.89550 -0.40410 -1.11010 0.22 -0.24 0.02 -0.044
C 2.77850 0.57870 -0.29610 0.48 0.11 0.24 -0.406
O 1.79710 1.32220 -0.44880 -0.16 -0.14 0.02 -0.014
C 2.87590 -0.24850 0.99060 0.00 -0.20 -0.05 -0.106
O 1.66480 -0.18930 1.71530 0.03 0.38 -0.04 -0.120
C 1.47510 0.93430 2.53920 0.04 -0.16 0.00 -0.078
C 0.27290 1.75250 2.07750 0.51 0.14 0.41 -0.326
O -0.35720 1.42380 1.05950 -0.26 0.27 0.30 -0.054
N -0.09530 2.79770 2.81610 -0.09 -0.33 -0.50 -0.118
C -1.34000 3.48350 2.52520 -0.39 0.03 -0.29 0.002
C 0.64140 3.30460 3.95200 0.28 -0.07 0.34 -0.020
H 4.54660 1.79970 -2.62220 0.05 0.01 0.03 0.101
H 3.55910 0.47840 -3.26780 0.00 -0.03 -0.02 0.105
H 2.78090 1.83390 -2.43220 0.10 -0.03 -0.09 0.089
H 5.79100 0.11660 -1.45200 -0.03 0.03 0.09 0.101
H 5.06760 -0.76750 -0.10300 0.00 0.01 0.08 0.085
H 4.73270 -1.26200 -1.76630 0.03 0.06 0.03 0.072
H 2.99880 -1.30460 0.73510 0.14 0.30 0.10 0.078
H 3.72450 0.08380 1.60790 -0.14 -0.05 -0.13 0.148
H 1.26690 0.56900 3.55690 0.10 0.18 -0.15 0.160
H 2.36940 1.57030 2.56260 -0.14 -0.05 0.05 0.140
H -1.89810 2.90740 1.78720 0.01 0.14 0.12 0.097
H -1.92750 3.56560 3.44080 0.03 0.01 -0.03 0.106
H -1.14280 4.48370 2.13340 -0.01 -0.04 0.03 0.106
H 1.71080 3.14830 3.83740 0.01 0.02 0.00 0.090
H 0.46180 4.37630 4.02770 0.04 -0.05 -0.04 0.102
H 0.31550 2.83890 4.88430 -0.03 -0.02 -0.01 0.109
O -5.01330 -2.42770 2.78460 0.60 0.43 -0.24 0.174
C -4.08360 -1.82390 2.31600 -0.77 -0.54 0.49 -0.226
C -4.17250 -0.59150 1.41750 -0.74 0.77 -0.21 -0.252
O -5.14150 0.12100 1.26370 0.57 -0.47 0.00 0.141
C -2.82350 -0.46080 0.85160 0.71 -1.08 0.70 -0.255
C -1.94770 -1.38090 1.44110 -2.11 0.66 -0.10 -0.218
O -0.72620 -1.37170 0.99030 0.24 -0.59 0.46 -0.062
C -2.60210 -2.17160 2.47620 0.69 -0.40 0.57 -0.266
O -2.11130 -2.89230 3.31980 -0.32 0.22 -0.49 0.129
O -2.33280 0.31740 -0.05100 -0.32 0.08 -0.14 -0.117
Cl 3.17790 -3.33680 -0.76650 0.32 -0.10 0.11 0.804
C 1.59480 -3.42770 -1.42220 -0.61 0.98 0.18 -0.538
C 1.19070 -4.61940 -2.03320 -0.65 -0.28 -0.32 -0.104
C -0.06360 -4.73930 -2.58410 0.50 0.16 0.19 -0.592
Cl -0.51710 -6.21740 -3.33330 -0.07 -0.16 -0.08 0.747
C -0.97740 -3.65660 -2.55590 0.15 0.47 0.30 -0.140
C -2.26930 -3.63850 -3.11700 -0.05 0.34 0.04 0.030
C -3.01740 -2.48910 -3.02340 0.17 -0.25 -0.10 0.012
C -2.50760 -1.37220 -2.34940 -0.09 0.24 0.08 -0.046
N -1.31550 -1.36290 -1.78540 -0.23 -0.39 -0.12 0.056
C -0.55270 -2.47390 -1.90460 0.60 -0.66 -0.20 -0.123
C 0.74410 -2.33370 -1.33360 -0.22 -2.10 -1.02 -0.312
O 1.01160 -1.15940 -0.81870 0.93 -0.16 -0.03 -0.180
H 1.87560 -5.45340 -2.06860 0.02 -0.01 -0.01 0.111
H -2.64900 -4.51110 -3.62670 -0.02 -0.04 -0.03 0.108
H -3.99880 -2.43160 -3.46770 -0.03 0.03 -0.01 0.121
H -3.09230 -0.46380 -2.26460 0.02 -0.06 0.07 0.135
N -0.64190 1.52640 -1.71670 -0.15 0.49 0.26 0.038
C -0.53870 1.18020 -3.11100 0.31 -0.06 -0.85 -0.305
C 0.49120 0.33580 -3.51330 -0.15 0.18 0.18 -0.053
C 0.60880 -0.02140 -4.84420 0.05 0.12 0.28 -0.033
C -0.29510 0.46810 -5.76200 0.21 -0.45 -0.92 -0.240
C -1.31780 1.30650 -5.37610 -0.08 0.14 0.25 -0.040
C -1.44060 1.67800 -4.04450 0.03 -0.12 0.18 -0.022
S -0.17550 -0.05980 -7.50690 -0.20 0.29 0.76 0.407
O -0.10810 1.20460 -8.21820 -0.05 -0.22 -0.09 -0.352
O 1.03610 -0.86100 -7.53720 -0.05 -0.01 -0.10 -0.366
O -1.41840 -0.80210 -7.65510 0.14 0.03 -0.23 -0.358
H -1.51240 2.04230 -1.55880 0.30 -0.23 0.13 0.123
H 0.14350 2.12980 -1.45370 -0.23 -0.04 -0.06 0.106
H 1.17290 -0.04720 -2.76590 0.06 0.02 -0.13 0.085
H 1.38650 -0.67870 -5.19790 0.14 -0.11 -0.03 0.109
H -2.00030 1.65960 -6.13190 -0.15 0.12 -0.04 0.122
H -2.23240 2.34600 -3.72780 -0.07 0.06 0.02 0.112

=====

(3)
10
Properties=species:S:1:pos:R:3:forces:R:3:nbo_charge:R:1 method="wB97M-V/def2-TZVPD" homo_lumo_gap_ev=9.16 total_charge=0 de_lowest_kcal_mol=66.2 homo_ev=-8.990 e_lumo_ev=0.170
N -1.28033 0.96664 -0.09284 -3.80 3.22 -0.24 -0.822
C -1.20784 -0.35146 -0.10957 4.05 -1.31 0.32 0.615
O -2.09337 -1.14117 -0.04094 -2.03 -0.86 0.01 -0.582
C 0.24374 -0.85709 -0.05364 -2.22 -3.93 0.34 0.031
N 1.11628 -0.00566 0.07645 1.02 2.21 -0.52 -0.594
S 2.71039 -0.33292 -0.17471 2.18 2.30 3.08 0.207
H -2.30678 1.19857 -0.06016 1.50 0.10 -0.06 0.395
H -0.72875 1.74793 -0.47203 0.25 -1.54 0.42 0.433
H 0.38060 -2.04547 0.03684 -0.20 2.47 -0.72 0.173
H 3.16605 0.82062 0.89059 -0.75 -2.66 -2.64 0.143

=====

(4)
29
Properties=species:S:1:pos:R:3:forces:R:3:nbo_charge:R:1 method="wB97M-V/def2-TZVPD" homo_lumo_gap_ev=6.76 total_charge=-1 de_lowest_kcal_mol=37.5 homo_ev=-3.875 e_lumo_ev=2.881
I 10.30751 19.44839 16.93604 0.01 0.02 0.00 -0.998
C 13.36449 24.86779 17.55795 -0.78 -1.40 0.75 -0.245
O 13.66662 23.88965 16.58201 0.88 0.68 -1.23 -0.741
H 13.69862 25.89267 17.39647 0.33 -0.35 -0.77 0.173
H 12.27735 24.86650 17.63694 -0.10 0.45 0.52 0.167
H 13.82154 24.49074 18.47285 -0.21 0.51 0.53 0.161
H 13.19981 23.07331 16.77510 -0.17 0.06 0.18 0.485
C 9.94856 22.69973 11.93650 -0.11 0.64 -1.36 -0.243
O 10.10132 21.31575 11.82185 0.18 -0.56 0.44 -0.724
H 9.55359 22.94030 10.94947 -0.40 0.47 0.09 0.165
H 9.27017 23.08017 12.70014 -0.07 -0.38 0.21 0.166
H 10.87450 23.27394 11.96831 0.39 -0.22 0.43 0.154
H 10.45662 20.93329 12.62751 0.00 0.01 0.26 0.482
C 12.77919 20.79565 22.83630 -0.28 0.03 -0.31 -0.242
O 13.40633 20.05948 21.81363 0.76 0.01 -0.11 -0.730
H 11.92486 20.20412 23.16543 -0.13 0.37 0.60 0.164
H 13.48793 21.01423 23.63506 0.04 -0.53 0.05 0.170
H 12.46249 21.78183 22.49684 -0.33 0.07 -0.20 0.157
H 12.76482 19.86013 21.12783 -0.09 0.04 -0.10 0.480
C 6.26371 14.35558 16.25747 -1.01 0.45 0.18 -0.095
C 7.45930 13.91669 17.04331 0.75 -0.42 0.59 -0.093
O 7.79184 14.80379 18.10509 -0.30 -0.30 0.02 -0.728
O 5.12825 14.55980 17.12965 -0.06 -0.53 -0.82 -0.741
H 5.93853 13.62029 15.52147 0.04 -0.49 0.33 0.179
H 6.46503 15.20441 15.60396 0.13 0.60 0.43 0.171
H 8.33390 13.68556 16.43524 0.10 0.47 -0.52 0.167
H 7.28206 12.94904 17.51271 -0.47 0.09 0.28 0.173
H 8.11965 15.64408 17.77636 0.18 0.14 -0.28 0.485
H 5.16681 15.34327 17.68310 0.70 0.08 -0.19 0.481

=====

(5)
12
Properties=species:S:1:pos:R:3:forces:R:3:nbo_charge:R:1 method="wB97M-V/def2-TZVPD" homo_lumo_gap_ev=10.02 total_charge=0 de_lowest_kcal_mol=143.9 homo_ev=-9.341 e_lumo_ev=0.679
C 0.51234 -1.30512 0.93068 0.13 1.61 -1.10 -0.663
C 0.21839 0.01469 0.22682 1.44 1.19 -1.57 0.103
C 1.09881 0.91895 -0.30658 4.73 -0.94 -2.22 -0.155
N 0.50091 1.62954 -1.34113 6.21 2.82 1.30 -0.211
N -0.70719 1.54460 -1.29264 -3.52 -3.45 0.89 -0.056
N -0.83630 0.46247 -0.44049 -5.61 -0.99 0.97 0.064
O -2.10656 -0.07433 -0.16871 5.34 -4.38 2.46 -0.537
H -0.47471 -1.87915 0.52556 3.07 0.12 1.50 0.274
H 0.49993 -0.96511 1.98709 -0.36 -1.24 -0.27 0.242
H 1.75251 -1.51649 0.68510 -4.13 -0.17 0.39 0.258
H 2.27427 0.71575 -0.34471 -2.86 0.90 0.21 0.206
H -2.73240 0.45420 -0.46100 -4.44 4.53 -2.54 0.475

=====

(6)
8
Properties=species:S:1:pos:R:3:forces:R:3:nbo_charge:R:1 method="wB97M-V/def2-TZVPD" homo_lumo_gap_ev=8.70 total_charge=0 de_lowest_kcal_mol=40.1 homo_ev=-9.763 e_lumo_ev=-1.063
O 0.35650 -0.86990 0.13748 -0.05 -0.32 0.28 -1.186
Si -0.81644 0.08519 0.01700 0.03 -0.64 -0.54 1.648
H -0.63981 1.34604 -0.64920 0.01 0.78 -0.08 -0.229
H -2.23603 -0.25608 0.23412 0.11 -0.01 0.28 -0.223
O 4.39380 0.68199 0.00284 -2.43 -1.61 0.08 -0.314
N 3.25448 0.28692 0.07474 0.96 0.84 -0.06 0.339
O 3.13824 -1.06453 -0.10645 0.34 -0.94 -0.24 -0.569
H 2.18347 -1.41750 -0.08634 1.03 1.90 0.27 0.533

=====

(7)
66
Properties=species:S:1:pos:R:3:forces:R:3:nbo_charge:R:1 method="wB97M-V/def2-TZVPD" homo_lumo_gap_ev="6.96 / 5.60" total_charge=+2 de_lowest_kcal_mol=29.9 homo_ev="-14.036 / -14.030" e_lumo_ev="-7.074 / -8.428" multiplicity=2
Ir -0.01190 -0.50309 0.15113 1.27 0.09 0.31 1.112
O -2.96488 -3.27105 -0.52370 -0.04 -0.04 0.03 -0.586
C -2.03672 -2.46333 -0.12684 -0.02 0.17 0.07 0.825
O -1.61320 -1.51649 -0.81531 -0.18 -0.28 -0.01 -0.582
C -1.45052 -2.73867 1.21762 0.00 0.10 0.05 0.062
C -1.72919 -3.72337 2.14698 0.02 0.06 -0.19 -0.141
C -0.94405 -3.75871 3.30122 0.08 0.03 0.06 -0.128
C 0.08819 -2.84504 3.50475 -0.08 -0.07 0.07 -0.141
C 0.30220 -1.87401 2.54365 0.00 -0.01 -0.09 0.119
N -0.47403 -1.86042 1.46833 -0.14 0.20 -0.23 -0.365
C 1.37591 -0.79144 2.52847 0.05 0.13 -0.43 0.747
O 2.11194 -0.61033 3.43827 0.05 0.01 0.07 -0.453
O 1.43958 -0.08085 1.35122 -0.22 -0.32 0.57 -0.628
H -3.31173 -3.01603 -1.39778 -0.01 0.03 0.01 0.537
H -2.51484 -4.44397 1.96807 -0.01 0.00 0.02 0.272
H -1.13526 -4.52094 4.04429 0.00 0.00 0.01 0.264
H 0.71296 -2.86496 4.38773 0.00 -0.02 0.00 0.280
C 3.92813 -3.29185 -2.21789 0.03 -0.01 0.00 -0.606
C 2.50500 -2.85107 -2.55642 -0.05 0.01 -0.02 -0.458
C 2.25746 -1.41327 -2.25622 0.14 0.25 -0.03 0.144
N 1.25526 -0.94120 -1.60636 -0.20 -0.33 -0.13 -0.353
N 1.21658 0.42120 -1.42413 -0.04 -0.82 -0.12 -0.412
C 2.28259 0.99561 -1.93579 -0.21 0.49 0.08 0.285
N 2.51133 2.30622 -1.88723 0.04 0.00 0.08 -0.751
S 3.33190 -0.13128 -2.74150 -0.03 0.01 0.00 0.469
H 4.03404 -4.36010 -2.39316 0.00 0.00 -0.01 0.248
H 4.17145 -3.08954 -1.17509 -0.01 -0.01 0.01 0.220
H 4.66275 -2.78572 -2.84523 0.00 0.01 0.00 0.222
H 1.76305 -3.42543 -1.99972 0.01 0.00 0.01 0.235
H 2.29960 -3.01426 -3.61775 0.01 0.00 0.00 0.257
H 1.90062 2.89340 -1.33890 -0.01 0.01 -0.01 0.436
H 3.36174 2.70990 -2.24088 0.00 -0.02 -0.02 0.433
C -5.99715 -0.62727 0.87357 -0.01 0.00 -0.04 -0.170
C -5.44180 -0.40863 2.12382 0.00 0.04 0.02 -0.208
C -4.14341 0.07457 2.23472 -0.03 -0.12 0.14 -0.200
C -3.37248 0.32919 1.09953 0.27 -0.13 -0.06 -0.515
C -3.96977 0.14729 -0.15400 -0.08 0.02 -0.16 -0.227
C -5.26389 -0.33309 -0.27166 0.00 0.04 0.03 -0.211
Si -1.63682 1.01711 1.16173 -0.86 0.79 -0.14 1.589
C -1.61987 2.60715 0.17488 0.14 -0.10 0.18 -0.561
C -0.93246 2.91979 -0.99569 -0.03 0.02 -0.10 -0.227
C -1.05080 4.17494 -1.58005 0.00 -0.01 0.02 -0.202
C -1.85385 5.14209 -0.99468 -0.01 -0.01 0.01 -0.174
C -2.55342 4.84624 0.16691 -0.01 0.02 -0.01 -0.208
C -2.44184 3.59025 0.74157 0.01 0.00 0.05 -0.129
C -1.01052 1.23208 2.89507 0.02 -0.14 -0.08 -0.583
C -0.22257 2.34229 3.21001 0.10 0.00 0.00 -0.161
C 0.24083 2.53451 4.50313 0.00 0.03 -0.04 -0.190
C -0.07456 1.62072 5.49804 0.00 0.00 0.01 -0.154
C -0.85747 0.51206 5.20411 0.00 -0.01 -0.01 -0.201
C -1.31637 0.31727 3.91106 0.01 0.00 0.07 -0.220
H -7.01202 -0.99259 0.78872 0.00 -0.01 -0.01 0.236
H -6.02567 -0.59579 3.01522 0.00 0.02 0.01 0.235
H -3.74750 0.28237 3.22026 -0.07 -0.03 -0.03 0.222
H -3.43150 0.42462 -1.05439 0.03 -0.05 -0.01 0.220
H -5.71569 -0.44624 -1.24899 0.00 0.00 0.00 0.230
H -0.32794 2.17299 -1.48960 -0.02 -0.03 -0.01 0.202
H -0.52511 4.39622 -2.50035 0.00 -0.01 -0.01 0.223
H -1.94564 6.12006 -1.44749 0.00 0.00 0.00 0.236
H -3.18981 5.59264 0.62305 0.00 0.00 0.00 0.236
H -3.00415 3.37847 1.64616 0.00 0.01 0.00 0.213
H 0.02697 3.06469 2.44185 0.00 0.01 0.00 0.227
H 0.84593 3.40012 4.73594 0.00 0.00 0.00 0.238
H 0.28588 1.77520 6.50602 0.00 0.00 0.01 0.238
H -1.11447 -0.19070 5.98618 -0.01 0.00 0.00 0.229
H -1.94462 -0.54226 3.70232 0.08 -0.03 0.01 0.205

=====

(8)
34
Properties=species:S:1:pos:R:3:forces:R:3:nbo_charge:R:1 method="wB97M-V/def2-TZVPD" homo_lumo_gap_ev=8.98 total_charge=0 de_lowest_kcal_mol=34.4 homo_ev=-8.813 e_lumo_ev=0.163
H -2.34776 -0.13212 -4.57046 0.51 0.11 0.46 0.352
N -2.92490 -0.54815 -3.85968 -1.57 -1.45 2.86 -0.772
C -2.41170 -0.78715 -2.68652 0.55 1.72 -4.52 0.694
O -3.03831 -1.44936 -1.63797 1.44 1.39 -1.28 -0.462
C -2.03430 -1.58063 -0.62207 0.21 -0.80 -0.04 -0.076
C -0.80311 -0.80374 -1.06053 0.70 1.00 -0.69 -0.073
C 0.47828 -1.60590 -0.95723 0.91 1.04 0.56 -0.411
C 0.97539 -1.73623 0.49472 0.26 0.42 -0.90 -0.200
N 1.25242 -0.42311 1.13368 -0.69 0.27 0.75 -0.442
C 0.34650 0.09187 2.09331 2.44 2.79 0.35 0.063
C 0.60927 1.34233 2.65889 -1.17 -2.92 -0.98 -0.156
C -0.32096 1.91269 3.70967 -0.59 -0.85 -0.21 -0.631
C 1.80180 2.07209 2.23162 -1.25 2.14 1.98 0.619
O 2.02735 3.16470 2.73374 0.47 -0.03 -0.36 -0.601
N 2.62713 1.52818 1.31681 -0.73 -0.40 0.16 -0.603
C 2.42634 0.28168 0.82520 1.36 -2.19 -1.78 0.782
O 3.30577 -0.20477 0.11215 -1.08 -0.06 0.31 -0.637
N -1.07675 -0.41730 -2.45199 -0.52 -1.31 1.90 -0.456
C -0.36209 0.71931 -3.08049 -0.40 -1.15 -0.07 -0.404
H -1.80239 -2.66098 -0.52941 -0.16 0.49 0.10 0.180
H -2.36900 -1.18330 0.32874 -0.53 -0.14 0.11 0.190
H -0.74387 0.13837 -0.49539 0.25 -0.23 0.30 0.183
H 1.26209 -1.11939 -1.54115 0.00 0.05 0.00 0.228
H 0.35293 -2.58456 -1.38611 -0.21 -0.52 -0.14 0.221
H 0.16398 -2.22611 1.00660 -0.07 -0.04 0.86 0.197
H 1.85918 -2.37596 0.51623 -0.02 0.22 0.18 0.237
H -0.45633 -0.52492 2.45054 -0.23 -0.30 -0.27 0.216
H -0.60940 1.10410 4.41005 0.12 0.38 -0.31 0.214
H 0.12974 2.69755 4.29428 0.21 0.29 -0.07 0.253
H -1.26474 2.27130 3.25074 0.59 0.04 0.24 0.223
H 3.47677 2.01893 1.07294 -0.03 -0.19 -0.04 0.446
H -0.80545 1.65607 -2.79227 -0.27 0.57 0.18 0.196
H -0.43126 0.62755 -4.17604 0.16 0.00 0.46 0.214
H 0.70739 0.73694 -2.79260 -0.66 -0.33 -0.08 0.217